Record 1
C4H13NP | ωB97M-V/def2-TZVPD

Last column: Mulliken charge in e.
Positions of all 19 atoms, in Å:
C -1.3878 -1.2119 -0.9982  -1.315
C -1.9000 -0.0946 1.2812  -1.485
C 1.9885 0.4838 0.1952  -0.381
C -0.8563 -0.5816 0.2686  0.528
N 0.0047 0.6599 -0.0541  -0.478
P 2.5335 1.4360 -1.1828  -0.082
H -1.8793 -2.2048 -0.7988  0.367
H -1.9896 -0.4441 -1.5273  0.386
H -0.4286 -1.3451 -1.6289  0.328
H -1.4173 0.0736 2.2655  0.432
H -2.5723 -0.9934 1.4845  0.361
H -2.4743 0.7922 1.0213  0.366
H 2.1686 0.9317 1.1840  0.442
H 1.8349 -0.5732 0.2449  0.322
H -0.3246 -1.4164 0.8693  0.201
H 0.1460 1.2470 0.8274  0.353
H -0.1831 0.9287 -1.0710  0.387
H 3.5729 1.8680 -0.3418  0.130
H 3.1640 0.4442 -2.0391  0.135

Values from the calculation:
E_tot = -555.946435 hartree
orbital gap = 9.782 eV
lowest unoccupied orbital energy = -4.4 eV
HOMO level = -14.201 eV
charge = +1



Record 2
C4H13NP | ωB97M-V/def2-TZVPD

Last column: Mulliken charge in e.
Positions of all 19 atoms, in Å:
C -0.8220 -0.5330 2.3241  -0.945
C -0.7871 -0.2501 -2.4568  -0.926
C 0.4221 0.2486 1.7331  -0.334
C 0.8840 0.6878 -0.5688  -1.135
N 0.6830 -0.3764 0.4235  -0.154
P 0.9684 0.2197 -2.3532  0.036
H -0.9102 -0.6088 3.4631  0.343
H -1.7578 -0.1418 1.8586  0.300
H -0.5510 -1.5084 1.9750  0.297
H -0.8117 -1.3244 -2.1836  0.292
H -1.2715 -0.3234 -3.3966  0.378
H -1.4098 0.3678 -1.7821  0.309
H 1.1985 0.1696 2.3897  0.392
H 0.1977 1.1735 1.4407  0.290
H 1.7759 1.2296 -0.3105  0.518
H -0.0063 1.3406 -0.6080  0.508
H -0.1307 -0.8778 -0.0011  0.418
H 1.4086 -1.0856 0.4843  0.331
H 0.9200 1.5924 -2.4314  0.081

Values from the calculation:
E_tot = -555.997242 hartree
orbital gap = 10.416 eV
lowest unoccupied orbital energy = -3.2 eV
HOMO level = -13.583 eV
SMILES string = CC[NH2+]CPC
charge = +1